No. 1
DFT (ωB97M-V/def2-TZVPD) results for a cluster of 3 separate species, C3H12NO3S in total in a non-equilibrium geometry.

energy relative to the best compared isomer or geometry (same formula, charge and spin) = 1.427 eV
orbital gap (spin up / spin down) = 3.71 / 7.33 eV
largest force on an atom = 0.0570 hartree/bohr
multiplicity = 2
<S²> = 0.754

```
20
Properties=species:S:1:pos:R:3:forces:R:3:mulliken_spin:R:1
S -1.005 1.884 2.091 0.21 -0.67 -0.92 0.02
O 1.306 1.971 -1.474 -0.01 0.33 -1.24 0.27
O -0.768 -2.461 -1.256 0.45 -1.54 0.21 0.01
O -2.342 -0.566 -0.681 0.94 -0.82 -0.26 0.00
N 0.717 -0.337 -0.527 0.19 -0.21 -0.37 0.02
C 1.596 1.952 -0.239 -0.92 -1.89 1.65 0.59
C 0.347 0.666 1.787 -0.33 -2.18 0.25 0.12
C 1.185 0.628 0.525 1.96 1.84 -1.18 0.05
H -2.882 0.149 -0.942 -1.21 1.52 0.02 0.00
H -1.782 1.672 0.966 0.78 -0.02 0.78 0.00
H 1.820 2.760 0.453 -0.04 0.47 -0.32 0.00
H 1.035 -0.067 -1.473 0.13 1.33 0.29 -0.02
H -1.263 -2.946 -0.581 -0.50 0.54 0.05 0.00
H -0.096 -3.136 -1.431 0.12 0.31 -0.53 -0.01
H 2.143 0.142 0.770 -0.06 -0.03 0.69 0.03
H 1.202 -1.210 -0.358 -0.64 -0.36 0.22 -0.04
H 0.054 -0.417 1.881 -0.88 0.81 0.01 -0.03
H -0.287 -0.476 -0.629 -0.13 -0.04 0.56 0.02
H -1.991 -0.831 -1.542 -0.04 -0.46 0.15 0.00
H 1.009 0.623 2.659 -0.02 1.08 -0.09 -0.04
```
Positions in Å, forces in eV/Å.

=====

No. 2
DFT (ωB97M-V/def2-TZVPD) results for a cluster of 3 separate species, C3H12NO4 in total in a non-equilibrium geometry.

energy relative to the best compared isomer or geometry (same formula, charge and spin) = 2.895 eV
net charge = -1
orbital gap = 8.46 eV
largest force on an atom = 0.1911 hartree/bohr
multiplicity = 1

```
20
Properties=species:S:1:pos:R:3:forces:R:3:lowdin_charge:R:1
O -1.863 -0.287 -0.513 -1.05 -1.88 -0.08 -0.31
O 1.447 -0.077 -1.764 -2.16 -2.05 -0.33 -0.19
O -0.942 0.323 -2.627 -0.19 0.44 -0.84 -0.33
O 1.883 -1.198 1.560 0.53 -0.39 -0.44 -0.11
N -0.913 1.301 1.196 -0.99 -3.77 2.32 0.01
C 1.048 -0.175 2.040 -2.25 1.20 -1.48 -0.25
C -0.778 -1.006 0.161 2.69 5.21 -7.88 -0.19
C 0.067 0.208 0.762 -1.30 -1.09 4.38 -0.30
H -1.770 -0.220 -1.666 1.55 0.38 2.15 0.06
H -1.130 1.272 -2.502 0.16 -0.71 -0.05 -0.01
H 1.620 0.767 2.281 -0.49 -0.84 -0.01 0.10
H -0.199 -1.502 -0.824 -0.82 1.03 2.90 0.15
H -1.082 1.866 0.441 -0.22 1.70 -2.43 -0.01
H -1.922 0.791 1.222 3.18 1.37 -0.02 0.12
H 1.927 -1.091 0.582 -0.04 -0.14 0.80 0.08
H 0.430 0.092 -2.182 1.05 0.02 0.53 0.02
H 0.872 0.520 0.167 -0.06 0.86 -1.76 0.07
H 0.430 -0.482 2.916 0.70 -0.07 -0.48 0.10
H 1.950 0.670 -1.944 1.30 2.09 -0.67 -0.04
H -1.076 -1.773 0.696 -1.60 -3.35 3.38 0.03
```
Positions in Å, forces in eV/Å.

=====

No. 3
DFT (ωB97M-V/def2-TZVPD) results for a cluster of 2 separate species, C3H12NOS in total in a non-equilibrium geometry.

energy relative to the best compared isomer or geometry (same formula, charge and spin) = 0.625 eV
orbital gap (spin up / spin down) = 3.77 / 9.66 eV
largest force on an atom = 0.0275 hartree/bohr
multiplicity = 2
<S²> = 0.751

```
18
Properties=species:S:1:pos:R:3:forces:R:3:mulliken_spin:R:1
S 1.655 -1.918 0.792 -0.20 0.44 0.48 0.05
O -3.237 -0.026 -0.935 0.68 0.90 0.20 0.15
N -1.133 1.831 0.258 0.80 -0.73 -0.91 1.70
C 0.140 1.780 -0.550 0.79 0.28 0.19 0.66
C 0.727 -0.583 -0.133 0.79 -1.06 -0.13 0.07
C 1.192 0.862 0.136 -0.96 0.06 0.00 0.20
H -1.740 1.067 -0.077 -0.65 0.20 0.41 -0.10
H -1.541 2.787 0.117 -0.64 0.27 -0.06 -0.59
H -0.925 1.757 1.270 -0.12 -0.12 0.22 -0.43
H 2.231 1.020 -0.156 -0.19 -0.01 -0.65 0.02
H 0.339 2.842 -0.702 0.89 -0.02 0.35 -0.52
H -0.042 1.425 -1.559 -0.46 -0.24 0.03 0.14
H 1.015 -0.873 -1.141 -0.46 0.43 -0.31 -0.04
H -0.364 -0.757 -0.009 0.77 0.27 0.10 -0.10
H -4.084 -0.311 -0.593 -0.16 -0.45 -0.12 -0.04
H -2.840 -0.667 -1.526 -0.40 -0.46 -0.10 -0.02
H 1.224 1.108 1.190 -0.26 -0.16 0.37 -0.15
H 2.094 -2.692 -0.219 -0.23 0.40 -0.07 0.00
```
Positions in Å, forces in eV/Å.

=====

No. 4
DFT (ωB97M-V/def2-TZVPD) results for a cluster of 2 separate species, C3H12NOS in total.

energy relative to the best compared isomer or geometry (same formula, charge and spin) = 0.045 eV
orbital gap (spin up / spin down) = 3.88 / 9.80 eV
largest force on an atom = 0.0114 hartree/bohr
multiplicity = 2
<S²> = 0.751

```
18
Properties=species:S:1:pos:R:3:forces:R:3:mulliken_spin:R:1
S -0.140 1.893 -1.588 0.28 -0.11 0.23 0.09
O -1.260 -1.387 -2.102 -0.15 0.03 0.11 -0.06
N -0.207 0.929 1.615 0.15 -0.44 0.36 1.08
C 0.835 0.672 -0.612 -0.23 0.40 -0.20 0.10
C 0.545 -1.342 0.889 0.32 0.09 -0.06 0.20
C -0.014 -0.001 0.454 -0.28 -0.08 -0.13 1.44
H 1.226 -0.054 -1.316 -0.02 -0.25 0.06 -0.04
H 1.602 -1.267 1.155 -0.05 0.04 0.09 -0.05
H 0.006 -1.764 1.734 -0.08 0.03 0.01 -0.18
H 1.663 1.190 -0.138 0.12 -0.01 -0.10 -0.12
H 0.464 -2.016 0.036 -0.05 -0.09 -0.03 -0.07
H 0.692 2.923 -1.387 -0.09 0.06 0.00 -0.02
H -0.605 1.844 1.313 0.01 -0.03 0.09 -0.22
H 0.687 1.097 2.149 -0.08 0.12 -0.21 -0.61
H -0.863 0.487 2.327 -0.08 0.26 -0.13 -0.68
H -1.021 -0.157 0.067 0.08 0.01 0.01 0.12
H -2.110 -1.087 -1.762 0.03 0.03 0.00 0.00
H -1.501 -1.962 -2.834 0.10 -0.06 -0.11 0.01
```
Positions in Å, forces in eV/Å.

=====

No. 5
DFT (ωB97M-V/def2-TZVPD) results for a cluster of 2 separate species, C3H12NOS in total in a non-equilibrium geometry.

energy relative to the best compared isomer or geometry (same formula, charge and spin) = 0.300 eV
net charge = +1
orbital gap = 10.03 eV
largest force on an atom = 0.0211 hartree/bohr
multiplicity = 1

```
18
Properties=species:S:1:pos:R:3:forces:R:3:lowdin_charge:R:1
S 0.449 1.846 0.292 -0.23 0.14 0.02 0.77
O 1.466 -0.441 -2.148 0.02 0.30 -0.20 -0.06
N 0.228 -0.947 1.537 -0.90 -0.11 0.05 0.21
C -0.552 -0.806 0.196 0.25 0.84 0.64 -0.38
C -1.792 -1.669 0.277 0.41 -0.38 -0.37 -0.04
C -0.916 0.681 0.020 0.06 -0.49 0.29 -0.51
H 0.716 2.049 -1.000 0.21 -0.08 -0.03 -0.13
H 0.488 -0.022 1.888 0.54 -0.05 -0.22 0.10
H 0.172 -1.059 -0.569 -0.09 -0.31 -0.16 0.10
H -1.298 0.789 -0.988 -0.11 0.12 -0.04 0.09
H -2.378 -1.448 1.168 -0.12 0.15 -0.04 0.10
H 1.270 -0.201 -3.063 -0.01 -0.20 0.04 0.06
H -2.392 -1.488 -0.615 -0.10 -0.02 0.12 0.10
H -0.393 -1.346 2.243 0.01 -0.11 -0.03 0.16
H 2.261 0.067 -1.948 0.07 -0.09 0.05 0.05
H 1.040 -1.559 1.469 0.13 0.19 -0.08 0.17
H -1.535 -2.729 0.287 -0.04 -0.02 0.00 0.10
H -1.712 0.931 0.722 -0.08 0.13 -0.04 0.08
```
Positions in Å, forces in eV/Å.

=====

No. 6
DFT (ωB97M-V/def2-TZVPD) results for a cluster of 2 separate species, C3H12NOS2 in total in a non-equilibrium geometry.

energy relative to the best compared isomer or geometry (same formula, charge and spin) = 0.911 eV
net charge = +1
orbital gap = 9.11 eV
largest force on an atom = 0.0438 hartree/bohr
multiplicity = 1

```
19
Properties=species:S:1:pos:R:3:forces:R:3:lowdin_charge:R:1
S -1.907 0.137 -0.513 0.55 0.18 -0.42 0.52
S -0.605 -0.530 -1.946 -0.18 0.24 0.23 0.48
O 3.729 -0.017 1.569 -0.04 0.02 -0.33 -0.04
N 1.164 0.741 1.392 -0.24 -1.43 -0.21 0.16
C -1.061 1.413 0.525 -0.34 -1.84 -0.13 -0.48
C -0.326 0.751 1.703 0.87 1.60 -1.33 -0.17
C 0.488 -1.627 -1.039 1.08 -0.97 -0.09 -0.50
H -0.372 1.467 2.516 -0.41 -0.70 0.75 0.13
H 1.507 -1.231 -0.977 -0.11 0.46 0.38 0.02
H 1.535 1.617 1.042 0.03 0.31 0.14 0.16
H -0.605 -0.291 1.804 -0.28 0.17 0.77 0.11
H 4.378 -0.455 2.131 0.07 0.02 -0.08 0.07
H 1.713 0.427 2.188 0.28 0.39 0.28 0.14
H 0.715 -2.561 -1.567 -0.62 0.10 -0.31 0.05
H -1.981 1.870 0.848 0.04 0.79 0.54 0.06
H 1.413 0.014 0.707 -0.31 0.26 -0.19 0.11
H 0.110 -1.954 -0.073 -0.17 0.28 0.07 0.03
H -0.391 2.106 0.027 -0.34 0.21 -0.45 0.09
H 4.138 0.064 0.694 0.12 -0.09 0.38 0.07
```
Positions in Å, forces in eV/Å.

=====

No. 7
DFT (ωB97M-V/def2-TZVPD) results for a cluster of 2 separate species, C3H12NOSi in total in a non-equilibrium geometry.

energy relative to the best compared isomer or geometry (same formula, charge and spin) = 2.486 eV
net charge = +1
orbital gap = 7.56 eV
largest force on an atom = 0.0780 hartree/bohr
multiplicity = 1

```
18
Properties=species:S:1:pos:R:3:forces:R:3:lowdin_charge:R:1
Si 1.504 -0.046 -0.170 -0.36 0.77 0.17 0.78
O 1.866 -0.730 -1.568 -1.76 -1.31 1.34 -0.10
N -2.822 -0.999 -0.472 1.19 -1.50 -2.98 0.03
C 2.397 1.627 -0.187 -0.31 -0.11 0.32 -0.16
C -1.813 0.130 -0.281 1.42 -1.30 0.37 -0.15
C 1.162 -0.982 1.446 -1.95 -0.82 -3.41 -0.15
H 2.559 -0.632 -2.182 1.17 0.45 -0.97 0.06
H 1.747 2.348 -0.722 0.38 -0.23 0.30 0.05
H 0.879 -0.344 2.190 0.61 2.13 2.37 0.01
H -1.935 0.798 -1.084 -0.39 1.06 -0.51 -0.02
H -3.204 -0.922 -1.498 0.76 -0.47 2.54 0.20
H 2.517 1.958 0.854 -0.04 0.16 -0.32 0.03
H 0.220 -1.556 1.490 0.24 -0.05 -1.11 0.04
H -3.604 -0.995 0.163 -0.39 0.10 0.26 0.13
H -1.975 0.475 0.712 -0.11 0.76 0.47 0.00
H 1.891 -1.715 1.544 1.82 -0.90 0.99 0.02
H -2.323 -1.947 -0.389 -1.18 1.64 -0.22 0.17
H 3.410 1.633 -0.678 -1.10 -0.37 0.38 0.06
```
Positions in Å, forces in eV/Å.

=====

No. 8
DFT (ωB97M-V/def2-TZVPD) results for the ion C3H12NP2 with charge +1 in a non-equilibrium geometry.

energy relative to the best compared isomer or geometry (same formula, charge and spin) = 0.131 eV
net charge = +1
orbital gap = 9.93 eV
largest force on an atom = 0.0762 hartree/bohr
multiplicity = 1

```
18
Properties=species:S:1:pos:R:3:forces:R:3:lowdin_charge:R:1
P -1.001 1.662 1.263 -0.35 -0.43 0.44 0.83
P -1.976 -1.433 0.980 0.71 0.15 -0.07 0.85
N -0.074 -0.203 -0.389 0.11 0.45 -1.13 -0.16
C 1.246 0.404 -0.679 2.88 1.77 1.98 -0.24
C -0.560 -0.152 0.999 -0.10 0.08 2.07 -0.88
C 1.855 -0.087 -2.032 0.41 1.22 1.31 -0.05
H -1.408 -2.135 2.053 -0.37 -0.20 0.26 -0.09
H -0.837 0.306 -1.000 1.60 -2.14 0.92 0.20
H 0.232 -0.530 1.796 -1.24 1.00 -2.06 0.13
H 0.991 -0.459 -2.531 -0.19 -0.65 -1.13 0.06
H 1.235 1.542 -0.539 -0.58 -1.62 -0.58 0.12
H 0.065 -1.224 -0.467 -0.62 0.49 -1.56 0.14
H 2.315 0.754 -2.633 -0.57 -1.02 0.81 0.11
H -2.243 1.577 0.491 0.53 -0.05 0.72 -0.07
H 1.887 0.119 0.248 -0.86 0.14 -1.69 0.15
H -2.859 -0.640 1.678 -0.52 0.13 0.56 -0.12
H -1.479 1.359 2.567 -0.33 0.38 -0.32 -0.08
H 2.611 -0.860 -1.804 -0.52 0.29 -0.52 0.09
```
Positions in Å, forces in eV/Å.

=====

No. 9
DFT (ωB97M-V/def2-TZVPD) results for a cluster of 3 separate species, C3H12O2S in total in a non-equilibrium geometry.

energy relative to the best compared isomer or geometry (same formula, charge and spin) = 1.484 eV
orbital gap = 9.72 eV
largest force on an atom = 0.0848 hartree/bohr
multiplicity = 1

```
18
Properties=species:S:1:pos:R:3:forces:R:3:lowdin_charge:R:1
S 1.353 3.026 -0.925 -0.86 -0.16 0.04 0.67
O -0.270 -4.180 0.012 1.72 -1.79 -3.41 -0.05
O -0.605 0.955 4.955 -0.74 1.78 2.18 -0.14
C 0.823 1.294 -0.685 0.18 -1.66 0.63 -0.59
C -0.175 0.582 -1.641 -0.93 3.86 -1.80 -0.38
C -0.544 -0.776 -1.242 -0.83 -0.88 1.92 -0.15
H 1.811 0.762 -0.788 -1.17 0.02 0.50 0.07
H 0.110 -3.885 -0.880 -0.79 -0.90 1.88 0.08
H 0.019 1.635 4.594 -0.97 -0.72 0.80 0.04
H -1.053 1.354 5.819 1.71 -1.06 -2.99 0.10
H -0.509 -3.377 0.373 -0.94 2.69 1.53 -0.04
H 0.176 0.747 -2.659 0.99 -1.08 -0.30 0.09
H -0.965 -0.753 -0.200 0.69 0.13 -0.49 0.09
H -1.099 1.172 -1.915 0.39 -0.08 1.54 0.12
H -1.434 -1.187 -1.741 0.89 -0.18 -0.64 0.09
H 0.392 1.114 0.354 0.96 0.70 -1.05 0.09
H 1.594 2.876 -2.230 0.09 0.04 -0.11 -0.16
H 0.374 -1.361 -1.200 -0.39 -0.73 -0.24 0.07
```
Positions in Å, forces in eV/Å.

=====

No. 10
DFT (ωB97M-V/def2-TZVPD) results for a cluster of 3 separate species, C3H12O2S in total.

energy relative to the best compared isomer or geometry (same formula, charge and spin) = 0.479 eV
orbital gap = 8.73 eV
largest force on an atom = 0.0160 hartree/bohr
multiplicity = 1

```
18
Properties=species:S:1:pos:R:3:forces:R:3:lowdin_charge:R:1
S -1.380 -1.055 0.922 -0.34 -0.51 -0.13 0.81
O 3.422 0.478 -0.277 0.19 0.02 -0.11 -0.06
O 0.873 1.848 0.302 0.06 0.13 -0.46 -0.06
C 0.233 -1.033 1.691 0.35 0.47 0.31 -0.45
C -1.298 -0.075 -0.607 -0.03 0.24 0.20 -0.57
C -2.247 -0.668 -1.633 -0.33 -0.69 0.30 -0.19
H -1.650 0.915 -0.347 0.16 0.31 -0.04 0.05
H 2.551 0.865 -0.427 -0.08 -0.16 0.22 -0.01
H 0.516 -0.025 1.990 0.05 -0.04 -0.07 0.01
H 1.193 2.045 1.187 0.14 0.23 -0.08 0.06
H 1.063 -1.500 1.159 -0.23 0.00 -0.37 0.03
H 3.268 -0.270 0.307 -0.05 0.02 -0.03 0.02
H -0.269 0.029 -0.948 -0.08 -0.28 -0.04 0.06
H -2.146 -0.221 -2.611 0.18 0.15 -0.25 0.07
H -2.133 -1.755 -1.701 0.25 0.15 -0.20 0.06
H 0.101 -1.598 2.607 -0.08 -0.14 0.17 0.02
H -3.284 -0.531 -1.326 -0.02 0.16 0.09 0.07
H 1.186 2.551 -0.288 -0.14 -0.05 0.48 0.07
```
Positions in Å, forces in eV/Å.

=====

No. 11
DFT (ωB97M-V/def2-TZVPD) results for a cluster of 3 separate species, C3H12O3 in total.

energy relative to the best compared isomer or geometry (same formula, charge and spin) = 1.438 eV
orbital gap = 10.58 eV
largest force on an atom = 0.0144 hartree/bohr
multiplicity = 1

```
18
Properties=species:S:1:pos:R:3:forces:R:3:lowdin_charge:R:1
O 3.344 -0.409 -0.741 -0.01 0.27 -0.13 -0.13
O 1.361 1.662 -0.690 -0.17 -0.19 -0.26 -0.12
O -4.795 -0.491 0.602 -0.19 0.04 0.27 -0.12
C 3.323 -1.197 0.438 0.04 -0.70 -0.03 -0.14
C -3.837 0.552 0.620 0.15 0.07 -0.58 -0.17
C 0.275 0.786 -0.486 -0.56 -0.46 -0.12 -0.19
H 3.888 -0.815 -1.417 0.03 -0.11 0.02 0.09
H -0.692 1.217 -0.772 0.31 0.53 0.10 0.07
H 0.322 -0.111 -1.118 0.33 -0.03 0.18 0.08
H -4.672 -1.035 -0.177 0.12 0.00 -0.07 0.07
H 2.367 -1.720 0.530 -0.09 0.25 0.10 0.08
H 3.502 -0.566 1.304 -0.09 0.09 0.01 0.08
H -4.174 1.319 1.312 0.00 -0.12 0.15 0.08
H 4.079 -1.987 0.422 0.13 0.21 -0.03 0.08
H 0.188 0.481 0.563 0.08 -0.06 -0.03 0.07
H -3.747 1.027 -0.365 -0.01 -0.01 0.07 0.08
H -2.842 0.194 0.904 -0.05 0.02 0.15 0.07
H 2.111 1.095 -0.928 -0.01 0.20 0.20 0.04
```
Positions in Å, forces in eV/Å.

=====

No. 12
DFT (ωB97M-V/def2-TZVPD) results for a cluster of 3 separate species, C3H12O3 in total in a non-equilibrium geometry.

energy relative to the best compared isomer or geometry (same formula, charge and spin) = 0.171 eV
orbital gap = 11.37 eV
largest force on an atom = 0.0263 hartree/bohr
multiplicity = 1

```
18
Properties=species:S:1:pos:R:3:forces:R:3:lowdin_charge:R:1
O 2.437 4.925 -2.495 0.42 0.60 -0.84 -0.08
O -1.062 -3.453 3.044 -0.11 -0.21 0.22 -0.07
O -1.314 -1.494 0.941 -0.10 -0.43 0.21 -0.07
C 0.056 0.472 0.674 0.16 0.67 0.55 -0.06
C -0.284 -0.897 0.138 -0.55 -0.24 0.29 -0.48
C -0.647 -0.935 -1.335 -0.08 1.35 -0.01 -0.05
H -1.262 -0.065 -1.602 0.10 0.06 0.16 0.08
H -0.725 1.232 0.570 -0.24 -0.31 -0.31 0.08
H -0.285 -3.419 3.610 -0.06 0.17 -0.14 0.03
H 0.582 -1.537 0.301 0.02 -0.14 0.00 0.14
H 2.499 4.237 -3.172 -0.08 0.04 0.25 0.03
H 0.298 -0.807 -1.863 -0.15 -0.35 -0.46 0.08
H -1.077 -2.653 2.501 0.23 -0.05 -0.16 -0.01
H 0.223 0.394 1.752 0.18 -0.07 -0.06 0.08
H 0.952 0.916 0.240 0.06 -0.21 -0.14 0.08
H 2.785 5.713 -2.969 -0.35 -0.64 0.59 0.05
H -1.925 -0.858 1.322 0.10 0.36 -0.29 0.10
H -1.250 -1.772 -1.657 0.45 -0.59 0.15 0.08
```
Positions in Å, forces in eV/Å.

=====

Q: Which formula does entry 5 have?
A: C3H12NOS